Record 1
The following is a DFT calculation (ωB97M-V with the def2-TZVPD basis set) of a molecular structure, C29H43CeN3O7P2.

Structure (ORCA input):
```
! RIJCOSX wB97M-V def2-TZVPD def2/J DEFGRID3
* xyz 1 2
Ce -1.695 -0.376 -0.737
C 0.406 -1.456 1.364
C -0.013 -0.350 2.127
C -1.919 -1.432 1.417
C -0.771 -2.109 0.851
C -1.429 -0.220 2.008
C 1.799 -1.966 1.220
H 2.526 -1.144 1.160
H 1.898 -2.558 0.303
H 2.117 -2.608 2.061
C -0.789 -3.261 -0.083
H 0.049 -3.924 0.167
H -0.646 -2.969 -1.149
H -1.711 -3.858 -0.066
C -3.356 -1.800 1.321
H -3.508 -2.889 1.266
H -3.881 -1.344 0.442
H -3.873 -1.445 2.224
C -2.278 0.859 2.576
H -2.717 0.550 3.538
H -3.112 1.138 1.912
H -1.702 1.770 2.763
C 0.829 0.526 2.982
H 0.437 0.618 4.013
H 0.875 1.544 2.555
H 1.854 0.138 3.068
C 2.479 0.952 -1.655
C 3.183 0.788 -0.534
C 3.305 1.746 0.623
C 2.582 3.109 0.527
C 1.093 3.113 0.589
C 0.230 2.949 -0.431
C 0.524 2.649 -1.874
C 1.956 2.207 -2.266
H 4.375 1.974 0.762
H 2.939 3.665 -0.355
H 2.979 1.256 1.554
H 2.652 3.061 -2.139
H 2.244 0.052 -2.254
H 3.799 -0.129 -0.427
H 1.917 2.021 -3.356
H -0.164 1.879 -2.280
H -0.857 3.058 -0.222
H 0.307 3.545 -2.481
H 2.922 3.702 1.388
H 0.660 3.329 1.579
P 2.940 5.328 -1.939
C 4.035 5.292 -3.405
C 4.052 6.222 -0.770
P 0.268 6.629 -1.264
C 1.712 6.607 -2.459
C 0.928 7.848 -0.041
C -0.808 7.828 -2.164
H 3.455 5.046 -4.304
H 4.806 4.520 -3.278
H 4.505 6.279 -3.515
H 4.555 7.057 -1.276
H 4.815 5.518 -0.407
H 3.513 6.595 0.106
H -0.287 8.765 -2.405
H -1.673 8.038 -1.519
H -1.168 7.364 -3.090
H 1.321 6.316 -3.457
H 2.192 7.603 -2.534
H 0.084 8.181 0.576
H 1.382 8.723 -0.528
H 1.655 7.386 0.630
O -2.498 -3.965 -7.739
N -3.060 -4.452 -6.729
O -3.752 -5.491 -6.779
C -2.904 -3.798 -5.449
C -2.105 -2.658 -5.350
C -1.950 -2.042 -4.102
C -2.734 -2.507 -2.998
O -2.806 -1.837 -1.861
C -3.432 -3.718 -3.117
C -3.543 -4.359 -4.337
N -4.021 -4.242 -1.844
O -3.332 -5.042 -1.180
O -5.074 -3.722 -1.445
N -0.924 -1.064 -3.908
O -0.350 -0.542 -4.872
O -0.511 -0.771 -2.671
H -1.591 -2.262 -6.218
H -4.139 -5.263 -4.434
*
```

⟨S²⟩	0.752
E	-2979.05120	hartree
HOMO energy (spin up / spin down)	-10.24 / -10.24	eV
largest force on an atom	3.98	eV/A

The Löwdin scheme yields these atomic charges, measured in e: atom 1 (Ce): 1.50, atom 2 (C): -0.19, atom 3 (C): -0.19, atom 4 (C): -0.41, atom 5 (C): -0.34, atom 6 (C): -0.30, atom 7 (C): -0.02, atom 8 (H): 0.05, atom 9 (H): 0.09, atom 10 (H): 0.11, atom 11 (C): -0.03, atom 12 (H): 0.11, atom 13 (H): 0.08, atom 14 (H): 0.08, atom 15 (C): -0.02, atom 16 (H): 0.11, atom 17 (H): 0.08, atom 18 (H): 0.11, atom 19 (C): -0.02, atom 20 (H): 0.10, atom 21 (H): 0.09, atom 22 (H): 0.09, atom 23 (C): -0.02, atom 24 (H): 0.10, atom 25 (H): 0.06, atom 26 (H): 0.08, atom 27 (C): -0.11, atom 28 (C): -0.11, atom 29 (C): -0.17, atom 30 (C): -0.22, atom 31 (C): -0.11, atom 32 (C): -0.14, atom 33 (C): -0.20, atom 34 (C): -0.22, atom 35 (H): 0.12, atom 36 (H): 0.01, atom 37 (H): 0.08, atom 38 (H): 0.01, atom 39 (H): 0.10, atom 40 (H): 0.11, atom 41 (H): 0.12, atom 42 (H): 0.08, atom 43 (H): 0.10, atom 44 (H): 0.10, atom 45 (H): 0.12, atom 46 (H): 0.10, atom 47 (P): 0.82, atom 48 (C): -0.29, atom 49 (C): -0.27, atom 50 (P): 0.80, atom 51 (C): -0.58, atom 52 (C): -0.32, atom 53 (C): -0.33, atom 54 (H): 0.04, atom 55 (H): 0.04, atom 56 (H): 0.04, atom 57 (H): 0.04, atom 58 (H): 0.04, atom 59 (H): 0.02, atom 60 (H): 0.04, atom 61 (H): 0.03, atom 62 (H): 0.03, atom 63 (H): 0.05, atom 64 (H): 0.06, atom 65 (H): 0.04, atom 66 (H): 0.05, atom 67 (H): 0.01, atom 68 (O): 0.08, atom 69 (N): -0.31, atom 70 (O): 0.09, atom 71 (C): -0.11, atom 72 (C): 0.13, atom 73 (C): -0.04, atom 74 (C): -0.20, atom 75 (O): -0.23, atom 76 (C): -0.03, atom 77 (C): 0.13, atom 78 (N): -0.29, atom 79 (O): 0.09, atom 80 (O): 0.11, atom 81 (N): -0.18, atom 82 (O): 0.17, atom 83 (O): -0.17, atom 84 (H): 0.14, atom 85 (H): 0.15

---

Record 2
The following is a DFT calculation (ωB97M-V with the def2-TZVPD basis set) of 2 unconnected molecules or ions with the total composition C6H4I2O2S.

Structure (ORCA input):
```
! RIJCOSX wB97M-V def2-TZVPD def2/J DEFGRID3
* xyz 0 1
C -1.434 -1.288 -0.807
C -0.052 -1.204 -0.378
C -1.997 -0.068 -1.168
C 0.304 0.132 -0.260
C 2.716 0.567 0.862
C 1.404 0.846 0.324
O 3.263 1.220 1.672
O 0.982 2.180 0.511
S -1.008 1.196 -0.752
I 3.491 -1.344 0.278
I -4.630 -0.854 1.080
H -2.006 -2.159 -0.954
H 0.485 -2.046 0.094
H -3.011 0.008 -1.505
H 1.493 2.814 1.003
*
```

E	-1375.00586	hartree
energy relative to the best compared isomer or geometry (same formula, charge and spin)	25.2	kcal per mole
HOMO energy (spin up / spin down)	-9.59 / -8.02	eV
largest force on an atom	2.83	eV/A

The Löwdin scheme yields these atomic charges, measured in e: atom 1 (C): -0.20, atom 2 (C): -0.10, atom 3 (C): -0.49, atom 4 (C): -0.44, atom 5 (C): -0.83, atom 6 (C): -0.28, atom 7 (O): 0.04, atom 8 (O): -0.05, atom 9 (S): 1.10, atom 10 (I): 0.87, atom 11 (I): 0.09, atom 12 (H): 0.08, atom 13 (H): 0.08, atom 14 (H): 0.04, atom 15 (H): 0.11

---

Record 3
The following is a DFT calculation (ωB97M-V with the def2-TZVPD basis set) of a molecular structure, C39H55BrMgN6O4.

Structure (ORCA input):
```
! RIJCOSX wB97M-V def2-TZVPD def2/J DEFGRID3
* xyz 0 1
Mg 0.497 -1.122 -1.227
C 0.589 -1.144 6.627
C -0.310 -0.539 5.547
C -0.241 0.989 5.671
C -1.751 -1.001 5.811
C 0.105 -0.959 4.134
C -0.559 -0.470 3.057
C -0.214 -0.868 1.732
N -0.768 -0.480 0.590
C -1.708 0.393 0.283
C -2.246 1.444 1.095
C -3.246 2.231 0.636
C -3.773 1.964 -0.680
C -3.303 1.024 -1.538
C -2.171 0.214 -1.095
O -1.631 -0.641 -1.828
C -3.884 0.807 -2.933
C -2.811 1.070 -4.003
C -4.378 -0.642 -3.061
C -5.064 1.738 -3.215
C -3.835 3.394 1.425
C -3.167 3.551 2.791
C -3.641 4.698 0.639
C -5.335 3.152 1.649
C 0.801 -1.893 1.521
O 1.013 -2.337 0.361
C 1.546 -2.355 2.677
C 1.179 -1.879 3.900
C 2.703 -3.331 2.482
C 3.397 -3.664 3.805
C 3.751 -2.707 1.545
C 2.186 -4.648 1.883
H 0.254 -0.804 7.608
H 1.630 -0.835 6.507
H 0.551 -2.235 6.624
H -0.535 1.302 6.676
H -0.909 1.478 4.960
H 0.771 1.349 5.480
H -2.068 -0.706 6.814
H -1.831 -2.087 5.730
H -2.446 -0.561 5.094
H -1.393 0.198 3.204
H -1.789 1.647 2.048
H -4.592 2.589 -1.007
H -1.996 0.354 -3.912
H -2.410 2.083 -3.910
H -3.254 0.970 -4.997
H -3.567 -1.349 -2.899
H -4.790 -0.805 -4.060
H -5.168 -0.841 -2.333
H -4.770 2.790 -3.184
H -5.881 1.586 -2.506
H -5.450 1.532 -4.214
H -2.099 3.758 2.696
H -3.293 2.656 3.404
H -3.621 4.387 3.326
H -2.579 4.897 0.479
H -4.068 5.538 1.191
H -4.127 4.660 -0.337
H -5.497 2.234 2.216
H -5.880 3.067 0.708
H -5.770 3.983 2.209
H 1.727 -2.227 4.762
H 3.810 -2.773 4.283
H 4.225 -4.347 3.608
H 2.722 -4.156 4.509
H 4.147 -1.785 1.978
H 3.334 -2.475 0.567
H 4.585 -3.402 1.416
H 1.462 -5.117 2.552
H 3.020 -5.342 1.746
H 1.709 -4.478 0.920
C 0.966 1.361 -5.537
N 1.262 -0.056 -5.482
C 1.094 -0.771 -6.738
C 1.148 -0.686 -4.265
N 0.650 -0.180 -3.207
N 1.713 -1.958 -4.253
C 1.561 -2.940 -3.292
N 2.499 -3.945 -3.435
N 0.607 -2.930 -2.443
H 1.386 1.769 -6.455
H 1.432 1.874 -4.696
H -0.113 1.563 -5.529
H 0.200 -0.411 -7.254
H 0.961 -1.834 -6.562
H 1.952 -0.621 -7.398
H 0.172 0.696 -3.377
H 2.447 -2.111 -4.922
H 3.431 -3.618 -3.646
H 2.508 -4.592 -2.662
H 0.672 -3.723 -1.813
Br 7.805 0.771 -2.681
C 6.211 1.366 -1.836
C 6.164 2.644 -1.303
C 4.993 3.071 -0.690
C 3.892 2.231 -0.617
C 3.957 0.953 -1.157
C 5.125 0.514 -1.768
C 2.762 0.037 -1.100
O 2.829 -1.106 -1.600
O 1.714 0.494 -0.561
H 7.027 3.291 -1.366
H 4.948 4.067 -0.268
H 2.972 2.545 -0.145
H 5.161 -0.486 -2.176
*
```

E	-4922.94884	hartree
energy relative to the best compared isomer or geometry (same formula, charge and spin)	5.5	kcal per mole
HOMO energy	-6.78	eV
largest force on an atom	0.29	eV/A

Atomic partial charges in e from the Löwdin method, atoms 1 to 99: atom 1 (Mg): 0.67, atom 2 (C): -0.07, atom 3 (C): -0.56, atom 4 (C): -0.05, atom 5 (C): -0.05, atom 6 (C): -0.15, atom 7 (C): 0.04, atom 8 (C): -0.15, atom 9 (N): 0.14, atom 10 (C): -0.15, atom 11 (C): 0.05, atom 12 (C): -0.16, atom 13 (C): 0.04, atom 14 (C): -0.07, atom 15 (C): -0.26, atom 16 (O): -0.04, atom 17 (C): -0.54, atom 18 (C): -0.05, atom 19 (C): -0.04, atom 20 (C): -0.07, atom 21 (C): -0.56, atom 22 (C): -0.07, atom 23 (C): -0.04, atom 24 (C): -0.04, atom 25 (C): -0.25, atom 26 (O): -0.07, atom 27 (C): -0.07, atom 28 (C): 0.05, atom 29 (C): -0.53, atom 30 (C): -0.07, atom 31 (C): -0.03, atom 32 (C): -0.04, atom 33 (H): 0.08, atom 34 (H): 0.09, atom 35 (H): 0.09, atom 36 (H): 0.08, atom 37 (H): 0.07, atom 38 (H): 0.09, atom 39 (H): 0.08, atom 40 (H): 0.09, atom 41 (H): 0.08, atom 42 (H): 0.09, atom 43 (H): 0.09, atom 44 (H): 0.09, atom 45 (H): 0.06, atom 46 (H): 0.09, atom 47 (H): 0.09, atom 48 (H): 0.08, atom 49 (H): 0.08, atom 50 (H): 0.09, atom 51 (H): 0.09, atom 52 (H): 0.09, atom 53 (H): 0.08, atom 54 (H): 0.09, atom 55 (H): 0.08, atom 56 (H): 0.09, atom 57 (H): 0.09, atom 58 (H): 0.08, atom 59 (H): 0.08, atom 60 (H): 0.09, atom 61 (H): 0.08, atom 62 (H): 0.08, atom 63 (H): 0.08, atom 64 (H): 0.09, atom 65 (H): 0.08, atom 66 (H): 0.09, atom 67 (H): 0.09, atom 68 (H): 0.06, atom 69 (H): 0.08, atom 70 (H): 0.09, atom 71 (H): 0.08, atom 72 (H): 0.07, atom 73 (C): -0.05, atom 74 (N): -0.16, atom 75 (C): -0.05, atom 76 (C): -0.40, atom 77 (N): 0.15, atom 78 (N): 0.15, atom 79 (C): -0.50, atom 80 (N): 0.16, atom 81 (N): 0.12, atom 82 (H): 0.09, atom 83 (H): 0.10, atom 84 (H): 0.09, atom 85 (H): 0.09, atom 86 (H): 0.08, atom 87 (H): 0.09, atom 88 (H): 0.07, atom 89 (H): 0.14, atom 90 (H): 0.10, atom 91 (H): 0.10, atom 92 (H): 0.08, atom 93 (Br): 0.71, atom 94 (C): -0.68, atom 95 (C): -0.13, atom 96 (C): -0.07, atom 97 (C): -0.02, atom 98 (C): -0.12, atom 99 (C): -0.07

---

> Among the records above, which one has the lowest largest force on an atom?

C39H55BrMgN6O4